# CH3O2

A molecular structure, CH3O2 (wB97M-V/def2-TZVPD, OMol25).

Structure (ORCA input):
```
! RIJCOSX wB97M-V def2-TZVPD def2/J DEFGRID3
* xyz 1 1
O 0.75 2.05 -0.16
O -0.21 -0.95 0.30
C -0.11 1.34 -0.37
H -0.62 -1.59 -0.20
H 0.74 -1.05 0.42
H -0.53 0.19 0.00
*
```

The HOMO-LUMO gap is 13.85 eV. The value obtained for the LUMO energy is -6.0812 eV. For the electronic energy, the calculation gives -190.0311 Eh.